123
Properties=species:S:1:pos:R:3 method="wB97M-V/def2-TZVPD" lumo_ev=-0.29
C 2.97 -3.54 -2.05
C 2.53 -2.25 -2.77
C 1.88 -1.29 -1.76
C 1.18 -0.11 -2.45
C -0.20 0.31 -1.91
C -0.39 1.65 -2.50
N -0.49 2.72 -2.93
C -0.12 0.59 -0.39
F -1.17 1.35 0.03
F -0.04 -0.48 0.39
F 1.00 1.32 -0.13
C -1.44 -0.63 -2.32
C -1.00 -1.87 -3.11
C -2.33 0.09 -3.25
N -3.03 0.64 -3.99
C -2.34 -0.99 -1.12
C -3.62 -1.80 -1.40
C -3.70 -3.08 -0.58
C -3.08 -4.34 -1.21
C -1.90 -4.98 -0.45
N -0.94 -4.11 0.21
H 2.26 -4.35 -2.22
H 3.96 -3.87 -2.33
H 2.98 -3.38 -0.97
H 3.37 -1.76 -3.25
H 1.79 -2.52 -3.51
H 1.16 -1.90 -1.21
H 2.65 -0.95 -1.08
H 1.80 0.77 -2.30
H 1.14 -0.23 -3.53
H -0.36 -2.51 -2.51
H -1.86 -2.46 -3.39
H -0.51 -1.60 -4.04
H -1.77 -1.52 -0.37
H -2.69 -0.05 -0.71
H -3.81 -1.98 -2.46
H -4.43 -1.17 -1.06
H -4.76 -3.27 -0.42
H -3.29 -2.91 0.42
H -3.87 -5.09 -1.24
H -2.78 -4.18 -2.24
H -2.27 -5.70 0.28
H -1.33 -5.57 -1.17
H -1.31 -3.65 1.02
H -0.52 -3.45 -0.42
O 3.22 2.61 -2.71
H 2.50 3.21 -2.44
H 3.43 2.89 -3.61
O 5.36 0.61 -2.58
H 4.64 1.23 -2.39
H 5.70 0.87 -3.44
O 5.41 -0.61 0.14
H 4.63 -0.05 0.25
H 5.76 -0.33 -0.71
O 5.11 0.15 3.11
H 4.17 0.26 3.31
H 5.14 -0.33 2.28
O 7.05 2.17 3.34
H 7.14 2.71 2.54
H 6.51 1.41 3.07
O 0.60 4.28 0.11
H 0.19 3.42 0.07
H -0.05 4.83 0.56
O -2.01 -1.27 -6.20
H -2.66 -0.61 -5.90
H -1.87 -1.06 -7.13
O -4.85 -0.18 0.75
H -4.69 0.47 1.46
H -5.80 -0.23 0.68
O 4.97 2.52 5.32
H 4.76 1.62 5.59
H 5.67 2.41 4.64
O -4.21 1.37 3.15
H -3.37 1.78 3.40
H -4.66 1.20 3.99
O 2.70 -0.40 -5.58
H 1.78 -0.50 -5.81
H 3.11 -0.07 -6.38
O 6.22 2.69 8.19
H 5.82 2.59 7.31
H 5.49 2.55 8.80
O -5.58 -6.35 -0.45
H -5.91 -7.25 -0.36
H -6.23 -5.81 0.01
O -6.80 -1.81 -1.88
H -7.03 -0.88 -1.83
H -6.72 -1.98 -2.82
O 1.76 2.81 5.04
H 1.75 2.35 5.88
H 2.69 2.88 4.81
O 9.40 2.23 9.23
H 8.53 2.09 8.83
H 9.91 2.62 8.51
O 7.80 4.83 1.90
H 7.43 5.37 2.61
H 8.50 4.33 2.33
O -0.28 6.46 2.21
H -0.34 5.92 3.01
H 0.58 6.23 1.84
O -6.26 -5.79 -3.41
H -5.80 -6.31 -4.08
H -6.10 -6.26 -2.59
O -1.04 2.43 2.92
H -0.29 2.20 3.47
H -0.82 2.06 2.05
O -3.94 -6.95 -5.75
H -4.14 -6.02 -5.66
H -3.76 -7.06 -6.69
O -1.81 6.56 4.75
H -1.67 7.12 3.99
H -2.60 6.05 4.54
O -4.07 2.82 -1.00
H -3.32 2.58 -0.46
H -3.87 2.46 -1.87
O -5.91 3.74 3.54
H -6.14 4.67 3.53
H -5.81 3.49 2.62
O 8.37 2.48 6.14
H 7.95 2.37 5.27
H 7.63 2.37 6.75
O -8.09 0.38 -3.39
H -9.05 0.42 -3.48
H -7.76 0.62 -4.26



29
Properties=species:S:1:pos:R:3 method="wB97M-V/def2-TZVPD" lumo_ev=-1.26
Cl -3.72 -1.98 0.75
C -2.84 -0.68 0.08
C -2.26 -0.75 -1.14
Cl -2.27 -2.21 -2.03
C -1.55 0.40 -1.76
O -1.34 0.45 -2.95
C -0.99 1.51 -0.80
Cl -1.25 3.11 -1.59
C -1.71 1.54 0.52
Cl -1.13 2.75 1.66
C -2.51 0.45 1.02
O -2.64 0.27 2.26
C 2.22 0.09 -1.76
Li 0.44 1.45 3.01
C 1.22 0.98 -2.00
C 0.51 1.35 -0.70
C 0.97 0.22 0.22
C 2.03 -0.45 -0.40
C 2.62 -1.55 0.23
C 2.01 -2.10 1.37
C 0.89 -1.47 1.94
C 0.44 -0.24 1.43
H 3.00 -0.30 -2.40
H 0.96 1.45 -2.96
H 0.98 2.28 -0.36
H 3.55 -1.96 -0.19
H 2.44 -2.97 1.86
H 0.35 -1.89 2.82
H -0.44 0.23 1.88



36
Properties=species:S:1:pos:R:3 method="wB97M-V/def2-TZVPD" lumo_ev=-1.18
O -1.50 0.04 -0.85
C -0.67 -0.92 -0.73
N -1.15 -2.10 -0.70
N -2.62 -2.40 -0.55
H -3.16 -2.27 -1.50
S -3.35 -1.76 0.96
O -2.27 -1.80 1.99
O -4.49 -2.38 1.12
C -3.81 0.06 0.50
C -3.12 0.99 1.32
C -3.55 2.56 1.13
C -4.55 2.76 0.05
C -5.04 1.48 -0.71
C -4.68 0.43 -0.33
Cl -5.44 -0.93 -1.40
H -5.86 1.88 -1.22
Cl -4.84 4.14 -0.08
H -3.07 3.10 1.76
H -2.31 0.86 2.00
H -0.79 -2.85 -0.08
C 0.58 -0.77 -0.66
C 1.50 -1.60 -0.37
C 2.90 -1.00 -0.31
N 3.99 -1.72 -0.11
C 5.15 -0.91 -0.37
C 5.26 0.35 -0.04
C 4.00 0.86 -0.11
C 2.86 0.47 -0.31
S 1.12 0.84 -0.30
H 4.01 2.08 0.03
C 6.51 1.13 0.09
F 6.34 2.30 0.28
F 7.26 0.53 1.15
F 7.23 0.81 -1.00
H 6.04 -1.71 -0.07
H 1.52 -2.55 -0.59



32
Properties=species:S:1:pos:R:3 method="wB97M-V/def2-TZVPD" total_charge=-2 lumo_ev=4.46
Pd 0.27 0.19 0.06
S 6.66 1.52 -3.63
C 5.20 1.18 -2.85
S 4.79 1.78 -1.31
C 3.21 1.05 -1.15
C 2.81 0.30 -2.20
S 1.30 -0.53 -2.32
S 3.97 0.20 -3.51
S 2.29 1.34 0.30
Cl -1.42 -1.69 -1.79
C -2.92 -2.05 -1.03
C -3.82 -2.87 -1.69
C -5.04 -3.18 -1.10
C -5.33 -2.66 0.15
C -4.41 -1.84 0.79
Cl -4.87 -1.23 2.36
C -3.16 -1.49 0.24
S -2.04 -0.46 1.08
H -3.56 -3.26 -2.66
H -5.75 -3.82 -1.60
H -6.26 -2.88 0.65
C -0.10 2.28 4.34
C -0.49 2.95 3.19
C -0.39 2.34 1.95
C 0.11 1.04 1.82
C 0.50 0.38 2.99
C 0.40 0.99 4.23
H -0.17 2.76 5.31
H -0.88 3.96 3.26
H -0.70 2.88 1.06
H 0.89 -0.63 2.92
H 0.71 0.46 5.12



35
Properties=species:S:1:pos:R:3 method="wB97M-V/def2-TZVPD" total_charge=+2 lumo_ev=-11.01
Pd -0.08 -0.07 0.14
Br -4.57 -2.55 0.72
C -3.62 -2.30 -0.81
C -4.02 -2.77 -2.02
C -3.25 -2.55 -3.19
Br -3.90 -3.23 -4.75
C -2.00 -1.82 -3.18
C -1.19 -1.57 -4.29
C -0.01 -0.85 -4.12
C 0.34 -0.40 -2.85
N -0.44 -0.65 -1.79
C -1.57 -1.33 -1.95
C -2.34 -1.54 -0.71
O -1.92 -1.09 0.35
H -4.94 -3.32 -2.11
H -1.47 -1.92 -5.28
H 0.64 -0.64 -4.96
H 1.25 0.16 -2.65
C -1.15 -0.04 3.80
C 0.05 0.61 3.22
N 0.43 0.61 1.95
C 1.60 1.33 1.85
C 1.93 1.79 3.09
N 0.95 1.32 3.92
C 3.04 2.61 3.67
O 3.97 3.04 2.85
O 3.01 2.82 4.85
C 2.22 1.47 0.53
O 3.23 2.09 0.32
O 1.52 0.85 -0.42
H -1.71 -0.55 3.03
H -1.80 0.71 4.27
H -0.86 -0.76 4.56
H 0.95 1.52 4.91
H 3.83 2.76 1.92



38
Properties=species:S:1:pos:R:3 method="wB97M-V/def2-TZVPD" multiplicity=2 lumo_ev="-1.12 / -1.65"
Ru -0.85 -0.08 0.50
O 0.66 -1.43 0.35
N 1.61 -1.28 1.29
C 2.82 -1.80 1.00
C 3.84 -1.75 1.92
C 3.60 -1.14 3.15
C 2.36 -0.62 3.41
C 1.34 -0.68 2.46
S -0.27 -0.04 2.71
H 2.89 -2.24 0.01
H 4.80 -2.17 1.66
H 4.38 -1.08 3.89
H 2.14 -0.13 4.35
S -5.85 -0.71 2.73
C -5.02 -0.80 1.32
S -3.41 -1.49 1.18
C -3.35 -1.01 -0.50
N -4.43 -0.47 -0.93
N -5.37 -0.40 0.07
C -6.62 0.21 -0.29
C -6.59 1.35 -1.07
C -7.79 1.94 -1.45
C -9.00 1.39 -1.04
C -9.00 0.24 -0.27
C -7.81 -0.36 0.11
S -1.82 -1.16 -1.31
H -5.64 1.76 -1.39
H -7.77 2.83 -2.06
H -9.93 1.85 -1.34
H -9.94 -0.20 0.05
H -7.81 -1.25 0.72
F -1.61 4.51 -0.29
C -0.58 3.72 -0.58
F 0.52 4.24 -0.03
F -0.42 3.70 -1.91
C -0.83 2.29 -0.08
O 0.20 1.54 0.07
O -1.96 1.87 0.15



33
Properties=species:S:1:pos:R:3 method="wB97M-V/def2-TZVPD" multiplicity=3 total_charge=-1 lumo_ev="3.09 / 0.72"
C 1.86 1.70 -0.66
C 0.45 1.66 -0.94
C 0.23 0.52 -1.87
H -0.25 2.45 -0.80
C 1.54 -0.05 -2.13
C 2.49 0.63 -1.34
H 3.56 0.37 -1.27
H 2.37 2.39 0.02
H -0.66 0.36 -2.44
H 1.75 -0.87 -2.82
Au -0.51 -0.08 0.13
Cl -1.78 0.27 2.04
C -5.08 -0.48 -0.48
C -4.78 -1.20 -1.68
C -4.68 -0.27 -2.75
H -4.67 -2.28 -1.77
C -4.90 1.04 -2.22
C -5.15 0.91 -0.81
H -5.37 1.72 -0.12
H -5.25 -0.92 0.50
H -4.51 -0.51 -3.80
H -4.91 1.97 -2.78
F 2.13 -2.07 0.83
C 1.02 -2.77 0.45
C -0.16 -2.16 0.05
C -1.12 -2.96 -0.55
F -2.20 -2.40 -1.15
C -1.00 -4.35 -0.62
F -1.91 -5.12 -1.27
C 0.17 -4.94 -0.11
F 0.37 -6.26 -0.27
C 1.19 -4.16 0.42
F 2.36 -4.69 0.83



40
Properties=species:S:1:pos:R:3 method="wB97M-V/def2-TZVPD" total_charge=+3 lumo_ev=-11.23
Zr -0.34 -1.37 -0.96
S -0.41 4.68 3.68
N -0.38 3.11 4.01
C -0.35 2.47 2.85
C -0.32 1.04 2.67
C -0.32 0.13 3.73
C -0.30 -1.23 3.47
C -0.29 -1.66 2.16
N -0.29 -0.80 1.12
C -0.30 0.55 1.36
C -0.30 1.45 0.22
N -0.27 0.89 -1.02
C -0.28 1.68 -2.09
C -0.31 3.07 -2.00
C -0.34 3.65 -0.75
C -0.33 2.83 0.39
C -0.36 3.35 1.74
N -0.39 4.62 2.08
H -0.34 0.51 4.75
H -0.30 -1.95 4.27
H -0.28 -2.71 1.91
H -0.26 1.20 -3.07
H -0.32 3.66 -2.90
H -0.37 4.73 -0.63
N 3.09 -3.20 -1.54
C 2.86 -1.93 -1.52
O 1.64 -1.50 -1.39
C 3.94 -0.90 -1.65
I 5.91 -1.65 -1.89
H 2.33 -3.87 -1.47
H 4.04 -3.53 -1.65
H 3.91 -0.28 -0.76
H 3.69 -0.27 -2.50
Cl -4.09 -3.13 -3.74
C -4.06 -2.79 -2.15
Cl -0.50 -3.77 -0.89
Cl -4.77 -3.77 -1.05
C -3.55 -1.42 -1.70
O -4.44 -0.63 -1.64
O -2.29 -1.25 -1.44



33
Properties=species:S:1:pos:R:3 method="wB97M-V/def2-TZVPD" multiplicity=6 lumo_ev="0.35 / -2.24"
C -1.91 -1.85 -0.58
C -1.32 -2.02 -1.87
C -1.11 -0.74 -2.45
H -1.12 -2.97 -2.34
C -1.47 0.25 -1.48
C -2.01 -0.44 -0.32
H -2.58 0.01 0.47
H -2.29 -2.62 0.06
H -0.73 -0.52 -3.44
H -1.55 1.32 -1.67
Ir 0.17 -0.68 -0.39
Cl 0.51 -2.75 0.64
C 2.41 -0.81 -0.20
C 2.06 0.43 -0.81
C 1.63 0.16 -2.15
H 2.32 1.41 -0.41
C 1.78 -1.24 -2.38
C 2.26 -1.84 -1.21
H 2.53 -2.89 -1.07
H 2.93 -0.91 0.75
H 1.35 0.91 -2.88
H 1.53 -1.77 -3.30
Cl -1.13 -1.37 2.73
C -0.61 0.23 2.45
C -0.15 0.63 1.20
C -0.05 2.00 0.99
Cl 0.18 2.64 -0.59
C -0.21 2.94 2.03
Cl -0.02 4.61 1.73
C -0.57 2.51 3.32
Cl -0.78 3.62 4.58
C -0.77 1.13 3.53
Cl -1.29 0.60 5.06



39
Properties=species:S:1:pos:R:3 method="wB97M-V/def2-TZVPD" multiplicity=5 total_charge=+1 lumo_ev="-5.58 / -4.06"
Mn 0.35 0.04 0.01
F -1.78 5.33 3.02
C -1.24 4.49 2.14
C -1.01 3.18 2.48
F -1.31 2.72 3.69
C -0.45 2.37 1.52
F -0.19 1.02 1.78
C -0.13 2.75 0.23
O 0.36 1.85 -0.63
C -0.37 4.08 -0.08
F -0.08 4.54 -1.29
C -0.92 4.93 0.86
F -1.15 6.20 0.54
Cl 3.82 -4.11 2.00
C 3.53 -2.43 1.75
C 4.38 -1.47 2.27
C 4.11 -0.14 2.02
C 3.00 0.19 1.27
N 2.17 -0.75 0.79
C 2.43 -2.04 1.02
H 5.24 -1.77 2.86
H 4.76 0.64 2.39
H 2.77 1.22 1.03
H 1.75 -2.77 0.60
N 0.67 -1.38 -2.72
C 0.58 -0.83 -1.71
C -1.74 -3.84 -1.73
N -2.30 -2.52 -2.08
C -2.88 -2.19 -3.28
C -3.22 -0.89 -3.22
N -2.82 -0.45 -1.97
C -2.25 -1.45 -1.29
S -1.61 -1.36 0.32
H -1.98 -4.53 -2.53
H -2.17 -4.19 -0.80
H -0.66 -3.76 -1.64
H -3.01 -2.91 -4.08
H -3.69 -0.25 -3.94
H -2.94 0.48 -1.61



34
Properties=species:S:1:pos:R:3 method="wB97M-V/def2-TZVPD" total_charge=+2 lumo_ev="-8.21 / -8.09"
Ga 0.01 0.47 -1.68
O 1.09 -0.41 5.76
C -0.06 -0.41 5.90
O -1.22 -0.41 5.96
C -0.01 -0.48 2.79
C 1.23 -0.39 2.20
C 1.18 -0.14 0.83
N 0.00 0.02 0.23
C -1.18 -0.13 0.82
C -1.23 -0.38 2.19
C -2.31 -0.04 -0.14
C -3.64 -0.14 0.21
C -4.60 -0.08 -0.80
C -4.21 0.09 -2.11
C -2.86 0.20 -2.40
N -1.94 0.12 -1.43
C 2.32 -0.08 -0.13
C 3.65 -0.20 0.23
C 4.62 -0.15 -0.77
C 4.23 0.03 -2.09
C 2.89 0.16 -2.38
N 1.96 0.10 -1.42
H 2.15 -0.53 2.75
H -2.16 -0.50 2.74
H -3.93 -0.27 1.24
H -5.65 -0.15 -0.54
H -4.93 0.15 -2.92
H -2.50 0.35 -3.41
H 3.93 -0.34 1.26
H 5.66 -0.24 -0.51
H 4.96 0.08 -2.89
H 2.54 0.32 -3.39
O 0.02 1.20 -3.48
O 0.01 2.19 -2.58



no.,E (a.u.)
1,-3037.2179
2,-2574.5369
3,-2982.2070
4,-4013.8997
5,-6392.8290
6,-2954.2039
7,-1710.8156
8,-3237.9404
9,-3480.9022
10,-3418.4500
11,-3005.0800